Formula: C24H54FN7O8P
Source: OMol25
Level of theory: ωB97M-V/def2-TZVPD

Last column: Mulliken charge in e.
Atoms and positions in Å:
C 0.186 3.278 0.052  -1.519
C 0.958 2.198 -0.820  1.444
C 1.788 3.037 -1.858  -1.696
C -0.147 1.383 -1.585  -1.924
C -0.251 -0.136 -1.219  1.914
F -0.840 -0.745 -2.347  -0.324
P -1.412 -0.523 0.216  0.894
N -2.157 -1.874 -0.178  -0.987
O -2.624 0.642 0.378  -0.541
O -0.613 -0.830 1.652  -0.500
C 1.173 -0.779 -1.065  -1.235
C 2.267 0.135 -0.407  1.762
C 2.829 -0.675 0.839  -1.341
C 3.495 0.269 -1.383  -1.566
N 1.773 1.417 0.125  0.799
O 1.252 1.325 1.297  -0.701
H -0.644 2.833 0.635  0.202
H -0.301 3.950 -0.697  0.487
H 0.876 3.890 0.664  0.394
H 1.077 3.797 -2.262  0.472
H 2.132 2.451 -2.731  0.376
H 2.589 3.612 -1.354  0.316
H 0.113 1.416 -2.671  0.274
H -1.136 1.895 -1.520  0.453
H -3.160 -1.713 -0.231  0.223
H -2.236 1.519 0.239  0.321
H -0.632 0.012 2.136  0.322
H 1.065 -1.774 -0.576  0.367
H 1.522 -1.003 -2.095  -0.742
H 3.372 -1.552 0.415  0.510
H 1.958 -1.099 1.378  0.381
H 3.474 -0.030 1.460  -0.056
H 3.847 -0.771 -1.557  0.515
H 4.301 0.819 -0.859  0.182
H 3.231 0.675 -2.377  0.307
C -6.353 1.278 -1.863  -1.184
C -4.940 1.292 -2.379  0.850
O -4.163 2.208 -2.132  -0.686
N -4.530 0.245 -3.141  -0.054
C -5.285 -0.926 -3.545  -0.668
H -6.528 2.176 -1.275  0.339
H -7.057 1.267 -2.696  0.374
H -6.513 0.409 -1.227  0.214
H -3.573 0.325 -3.447  0.160
H -4.769 -1.814 -3.171  0.286
H -5.310 -0.960 -4.637  0.314
H -6.303 -0.912 -3.161  0.100
C 0.947 -1.989 -4.461  -0.630
C 2.351 -1.950 -5.003  0.667
O 3.118 -1.032 -4.749  -0.652
N 2.756 -2.977 -5.797  -0.164
C 2.001 -4.145 -6.208  -0.819
H 0.775 -1.111 -3.854  -0.403
H 0.225 -1.989 -5.279  0.576
H 0.807 -2.874 -3.837  0.428
H 3.705 -2.882 -6.121  0.253
H 2.524 -5.040 -5.867  0.277
H 1.947 -4.162 -7.299  0.281
H 0.995 -4.141 -5.800  0.323
C -8.783 -2.552 0.136  -1.418
C -8.198 -2.483 -1.249  0.853
O -8.052 -1.422 -1.842  -0.657
N -7.826 -3.650 -1.839  -0.134
C -7.917 -4.995 -1.305  -0.880
H -9.029 -1.547 0.470  0.289
H -9.697 -3.149 0.131  0.398
H -8.059 -2.981 0.831  0.389
H -7.444 -3.527 -2.763  0.220
H -6.915 -5.428 -1.274  0.297
H -8.541 -5.595 -1.969  0.298
H -8.342 -5.006 -0.306  0.329
C 4.904 2.311 3.274  -0.981
C 6.037 1.785 2.433  0.723
O 5.926 0.782 1.741  -0.667
N 7.215 2.466 2.459  -0.176
C 7.543 3.663 3.207  -0.847
H 4.035 1.670 3.152  0.116
H 5.186 2.312 4.328  0.374
H 4.636 3.320 2.958  0.341
H 7.927 2.057 1.873  0.257
H 7.837 4.447 2.506  0.281
H 8.385 3.446 3.867  0.280
H 6.703 4.011 3.801  0.327
C 2.737 0.186 6.325  -1.170
C 2.928 1.649 6.633  0.807
O 2.848 2.508 5.769  -0.630
N 3.197 1.997 7.920  -0.173
C 3.330 1.131 9.076  -0.838
H 2.531 0.069 5.264  0.133
H 3.643 -0.372 6.566  0.352
H 1.891 -0.211 6.889  0.416
H 3.312 2.989 8.050  0.239
H 2.587 1.422 9.821  0.283
H 4.327 1.263 9.501  0.279
H 3.186 0.086 8.818  0.323

Atoms 1-3, force components in eV/Å:
C -0.118 0.100 -1.231
C -1.138 2.478 0.196
C -0.655 0.092 0.158

Properties
Total energy   -64580.975 eV
2S+1   2
Orbital gap (spin up / spin down)   8.68 / 8.16 eV

=====

Formula: C24H54N4O6S
Source: OMol25
Level of theory: ωB97M-V/def2-TZVPD

Last column: Mulliken charge in e.
Atoms and positions in Å:
C 5.134 -2.844 0.460  -0.642
C 6.162 -2.515 1.525  0.472
O 6.350 -3.280 2.409  -0.518
O 6.926 -1.373 1.443  -0.389
C 6.299 -0.199 1.954  -0.610
C 5.092 0.324 1.144  -0.556
C 4.921 1.850 1.314  -0.909
C 3.644 2.174 2.138  -0.741
C 2.502 2.590 1.197  -0.880
C 1.123 2.626 1.863  -0.578
C 0.369 1.284 1.839  -0.558
C -1.145 1.526 2.064  -1.312
C -2.062 0.649 1.193  0.770
N -1.809 0.922 -0.208  -0.564
O -1.989 -0.776 1.336  -0.530
S -3.427 -1.323 0.753  1.157
O -3.970 -2.250 1.669  -0.610
O -3.310 -1.816 -0.565  -0.644
O -4.246 0.094 0.686  -0.284
C -3.509 0.941 1.593  0.809
N -3.903 0.677 2.963  -0.618
H 4.558 -3.704 0.790  0.388
H 4.442 -2.039 0.227  0.237
H 5.679 -3.132 -0.443  0.201
H 7.061 0.579 1.907  0.376
H 6.023 -0.288 3.011  0.279
H 5.269 0.063 0.098  0.495
H 4.198 -0.212 1.468  0.309
H 4.800 2.287 0.321  0.440
H 5.805 2.311 1.757  0.480
H 3.827 2.976 2.857  0.362
H 3.355 1.284 2.703  0.385
H 2.724 3.602 0.847  0.282
H 2.510 1.915 0.336  0.397
H 0.512 3.346 1.308  0.505
H 1.176 2.979 2.896  0.265
H 0.540 0.721 0.920  0.369
H 0.704 0.646 2.661  0.230
H -1.368 1.323 3.115  0.502
H -1.429 2.556 1.844  0.422
H -1.257 0.183 -0.619  0.276
H -1.366 1.821 -0.337  0.274
H -3.677 2.021 1.468  -0.357
H -3.188 0.168 3.473  0.283
H -4.739 0.106 2.965  0.317
C -9.066 6.325 1.351  -1.443
C -7.578 6.022 1.437  -0.317
N -7.292 4.636 1.756  0.133
C -5.906 4.403 2.121  -0.796
C -4.832 4.642 1.053  -0.939
C -7.884 3.645 0.871  -0.705
C -7.550 3.723 -0.623  -0.920
H -9.583 6.021 2.263  0.335
H -9.219 7.397 1.220  0.437
H -9.539 5.827 0.504  0.299
H -7.160 6.648 2.230  0.443
H -7.098 6.343 0.499  0.262
H -5.808 3.382 2.500  0.406
H -5.677 5.044 2.978  0.392
H -4.824 3.851 0.302  0.145
H -3.844 4.643 1.523  0.317
H -4.952 5.601 0.548  0.395
H -8.970 3.705 0.977  0.373
H -7.630 2.649 1.242  0.342
H -7.611 4.741 -1.011  0.250
H -8.262 3.118 -1.188  0.382
H -6.558 3.329 -0.842  0.222
C 3.219 -3.484 -3.498  -1.403
C 4.371 -4.394 -3.897  -0.417
N 4.401 -5.639 -3.153  0.183
C 5.643 -6.376 -3.315  -0.668
C 5.988 -6.910 -4.710  -0.999
C 3.185 -6.434 -3.200  -0.740
C 2.663 -6.872 -4.574  -0.966
H 3.220 -3.297 -2.422  0.261
H 3.311 -2.522 -4.005  0.442
H 2.249 -3.900 -3.774  0.316
H 5.302 -3.854 -3.697  0.454
H 4.333 -4.556 -4.985  0.249
H 5.653 -7.208 -2.605  0.392
H 6.460 -5.721 -2.993  0.349
H 5.380 -7.773 -4.977  0.218
H 7.030 -7.240 -4.727  0.416
H 5.875 -6.150 -5.483  0.271
H 2.392 -5.867 -2.704  0.375
H 3.320 -7.317 -2.571  0.379
H 2.678 -6.060 -5.302  0.251
H 1.627 -7.205 -4.481  0.373
H 3.230 -7.709 -4.978  0.270

Atoms 1-3, force components in eV/Å:
C 0.276 0.142 -0.244
C -0.545 0.098 -0.231
O 0.417 -0.730 1.029

Properties
Total energy   -54842.608 eV
Energy above the lowest of the compared OMol25 structures with the same formula, charge and spin   9.1 kcal/mol
Orbital gap   8.50 eV

=====

Formula: C24H55B3N6O6P2
Source: OMol25
Level of theory: ωB97M-V/def2-TZVPD

Last column: Mulliken charge in e.
Atoms and positions in Å:
C -5.269 0.991 -2.381  -1.141
C -4.346 -0.288 -2.653  0.255
C -4.213 -1.116 -1.309  -0.736
O -2.945 -0.999 -0.665  -0.311
C -2.965 -0.077 0.436  -0.198
B -1.789 -0.306 1.510  0.113
O -2.120 -1.019 2.712  -0.424
B -1.996 -0.018 3.726  0.611
O -0.729 0.581 3.843  -0.580
B 0.101 0.264 2.718  0.676
C 1.666 0.073 3.024  -0.583
C 2.384 1.348 2.428  0.494
C 3.168 2.220 3.280  -0.527
C 3.812 3.432 2.762  -0.905
C 3.657 3.778 1.353  0.947
C 4.318 5.096 0.848  -1.219
C 2.892 2.905 0.452  -0.828
C 2.262 1.701 1.005  -0.185
O -0.467 0.163 1.410  -0.272
H -5.355 1.187 -1.273  0.361
H -6.326 0.822 -2.734  0.299
H -4.889 1.906 -2.910  0.262
H -4.865 -0.942 -3.432  -0.155
H -3.359 -0.004 -3.095  0.355
H -4.349 -2.201 -1.593  0.293
H -5.094 -0.856 -0.666  0.363
H -3.938 -0.205 1.004  0.196
H -2.994 0.991 0.053  0.236
H -2.956 0.268 4.350  -0.119
H 1.818 0.136 4.139  0.169
H 2.098 -0.884 2.641  0.333
H 3.315 2.004 4.362  0.392
H 4.402 4.062 3.462  0.223
H 4.493 5.759 1.741  0.323
H 3.586 5.644 0.188  0.333
H 5.252 4.926 0.256  0.262
H 2.798 3.156 -0.625  0.348
H 1.667 1.084 0.296  0.355
O -5.815 -1.512 -5.720  -0.913
P -6.845 -2.129 -6.666  0.913
N -5.800 -3.343 -7.298  0.183
C -4.553 -3.036 -7.975  -1.028
C -5.557 -4.416 -6.330  -1.167
N -7.000 -0.731 -7.659  0.282
C -6.426 -0.553 -8.972  -1.124
C -7.003 0.551 -6.954  -1.041
N -8.133 -2.835 -7.622  -0.004
C -8.043 -3.814 -8.689  -0.797
C -9.441 -2.199 -7.536  -1.081
H -4.119 -3.951 -8.389  0.374
H -3.812 -2.566 -7.319  0.265
H -4.707 -2.398 -8.842  0.296
H -6.506 -4.769 -5.914  0.379
H -4.925 -4.078 -5.502  0.290
H -5.082 -5.276 -6.808  0.356
H -5.358 -0.309 -8.920  0.348
H -6.925 0.266 -9.501  0.348
H -6.562 -1.429 -9.606  0.260
H -5.986 0.895 -6.729  0.303
H -7.550 0.474 -6.014  0.282
H -7.506 1.320 -7.548  0.353
H -7.459 -3.451 -9.537  0.227
H -9.034 -4.077 -9.071  0.367
H -7.611 -4.753 -8.341  0.260
H -9.619 -1.544 -8.395  0.315
H -9.525 -1.596 -6.629  0.318
H -10.242 -2.941 -7.490  0.415
O 5.603 -0.739 6.875  -0.913
P 7.047 -0.280 6.682  0.922
N 7.132 0.651 8.128  0.215
C 6.240 1.763 8.403  -1.074
C 7.210 -0.193 9.322  -1.216
N 6.733 0.622 5.250  0.246
C 6.641 2.061 5.156  -1.002
C 5.795 0.014 4.308  -1.247
N 8.743 0.085 6.427  0.020
C 9.572 1.068 7.097  -0.778
C 9.363 -0.470 5.232  -1.062
H 6.554 2.275 9.319  0.375
H 5.195 1.458 8.515  0.312
H 6.301 2.532 7.635  0.287
H 7.988 -0.953 9.195  0.379
H 6.262 -0.705 9.519  0.319
H 7.483 0.394 10.202  0.355
H 5.672 2.430 5.515  0.257
H 6.751 2.384 4.116  0.356
H 7.440 2.564 5.700  0.261
H 4.754 0.209 4.591  0.348
H 5.938 -1.066 4.262  0.355
H 5.955 0.393 3.294  0.388
H 9.213 2.088 6.944  0.226
H 10.603 1.034 6.732  0.376
H 9.641 0.878 8.169  0.258
H 9.429 0.280 4.436  0.306
H 8.789 -1.318 4.850  0.323
H 10.368 -0.846 5.443  0.412

Atoms 1-3, force components in eV/Å:
C 0.023 -0.122 -0.260
C -1.234 0.135 0.159
C -0.379 -0.875 -1.781

Properties
Total energy   -67612.341 eV
Orbital gap   7.30 eV

=====

Formula: C24H56B3MgO14S4
Source: OMol25
Level of theory: ωB97M-V/def2-TZVPD

Last column: Mulliken charge in e.
Atoms and positions in Å:
Mg 11.851 4.932 7.852  0.190
B 10.140 6.074 8.427  1.342
H 10.708 6.457 7.532  -0.760
H 9.931 5.007 8.137  -0.441
H 10.802 6.139 9.338  -0.372
H 9.145 6.651 8.540  -0.329
B 13.548 5.731 8.477  1.956
H 13.015 6.414 7.764  -0.306
H 13.760 4.772 7.928  -0.686
H 14.549 6.199 8.810  -0.375
H 12.862 5.478 9.329  -0.113
B 11.717 4.320 5.967  2.758
H 11.596 3.883 4.903  -1.324
H 10.748 4.182 6.519  -0.367
H 12.463 3.778 6.606  -0.718
H 12.004 5.406 5.928  -0.489
C 12.799 5.585 1.229  -1.665
C 11.553 5.305 2.056  2.005
C 11.032 6.548 2.786  0.622
O 9.651 6.585 2.465  -0.370
C 9.346 5.625 1.581  0.480
O 8.251 5.441 1.150  -0.578
O 10.464 4.995 1.179  -0.459
H 13.585 5.996 1.863  0.234
H 12.592 6.404 0.533  0.509
H 13.135 4.742 0.629  0.265
H 11.764 4.455 2.707  -1.024
H 11.472 7.503 2.490  0.243
H 11.186 6.437 3.862  -0.456
C 11.425 8.919 5.836  -0.836
C 11.837 10.231 6.477  0.347
C 12.891 10.033 7.579  -0.170
O 14.118 10.371 6.927  -0.375
C 13.855 10.952 5.726  0.691
O 14.711 11.407 5.027  -0.568
O 12.533 11.053 5.557  -0.414
H 10.481 8.564 6.246  0.428
H 12.213 8.167 5.904  -0.247
H 11.224 9.030 4.766  0.333
H 10.982 10.724 6.938  0.428
H 12.954 9.017 7.971  0.037
H 12.731 10.677 8.448  0.278
C 8.313 3.356 4.033  -0.792
C 8.200 4.724 4.714  0.484
C 7.500 4.562 6.054  -0.682
S 7.600 2.770 6.504  0.996
O 6.286 2.169 6.385  -0.729
O 8.391 2.587 7.700  -0.524
C 8.643 2.310 5.068  0.065
H 9.027 3.325 3.209  0.170
H 7.338 3.068 3.627  0.401
H 7.714 5.432 4.046  0.667
H 9.211 5.072 4.934  -0.700
H 6.457 4.871 6.139  0.492
H 7.971 5.097 6.881  0.099
H 8.360 1.304 4.769  0.674
H 9.692 2.433 5.340  -0.597
C 13.477 2.187 3.629  0.901
C 12.194 1.576 3.068  0.407
C 12.427 1.387 1.585  -0.710
S 14.214 0.938 1.366  1.097
O 14.763 1.862 0.411  -0.639
O 14.423 -0.487 1.219  -0.700
C 14.626 1.349 3.076  -1.030
H 13.489 2.230 4.717  -0.687
H 13.604 3.223 3.307  0.014
H 11.361 2.268 3.208  -0.853
H 11.914 0.676 3.621  0.501
H 12.289 2.370 1.130  0.150
H 11.735 0.728 1.062  0.568
H 15.674 1.625 3.175  0.563
H 14.579 0.358 3.540  0.355
C 15.867 7.025 6.229  -0.289
C 17.086 7.741 5.658  -0.863
C 17.617 6.923 4.483  -0.778
S 16.098 6.248 3.625  1.145
O 16.078 4.802 3.497  -0.620
O 15.821 7.097 2.485  -0.698
C 14.994 6.747 5.011  0.322
H 15.432 7.564 7.064  0.206
H 16.267 6.090 6.632  0.231
H 17.877 7.841 6.404  0.426
H 16.850 8.761 5.345  0.301
H 18.105 6.009 4.840  0.353
H 18.393 7.376 3.871  0.448
H 14.160 6.059 5.154  -0.421
H 14.548 7.675 4.645  0.211
C 14.543 1.743 8.759  -0.117
C 13.992 0.635 7.870  -0.826
C 12.475 0.854 7.738  0.158
S 11.959 1.826 9.209  0.840
O 11.020 1.007 9.954  -0.769
O 11.626 3.179 8.843  -0.973
C 13.604 1.841 9.941  -0.856
H 14.607 2.685 8.203  -0.231
H 15.568 1.547 9.078  0.513
H 14.154 -0.265 8.472  0.308
H 14.514 0.603 6.917  0.378
H 11.951 -0.099 7.736  0.619
H 12.303 1.293 6.754  -0.540
H 13.710 0.904 10.498  0.402
H 13.819 2.650 10.635  0.454

Atoms 1-3, force components in eV/Å:
Mg -1.784 0.036 1.449
B -1.689 1.072 0.430
H 1.074 1.429 -1.867

Properties
Total energy   -105275.138 eV
Total charge   -1
Orbital gap   9.19 eV